Entry 1:
Formula: C2F2INO2
Source: the OMol25 dataset
Level of theory: ωB97M-V with the def2-TZVPD basis set

**Spin multiplicity**: 3
**Energy above the lowest of the compared OMol25 structures with the same formula, charge and spin**: 0.000 eV
**LUMO level (alpha / beta)**: -1.16 / -1.72 eV
**Orbital gap (alpha / beta)**: 7.100 / 8.971 eV

```
8
C2F2INO2 ωB97M-V with the def2-TZVPD basis set
C -0.04 -0.17 0.35
C 0.09 -1.10 -0.76
N 0.13 1.86 -0.13
O -0.43 -0.48 1.45
O -0.37 2.44 0.73
F 0.25 -2.28 -0.19
F 1.03 -0.85 -1.62
I -1.91 -1.00 -1.67
```

Charge distribution, Löwdin scheme, values in e: -0.27, -0.97, 0.01, 0.14, -0.01, 0.08, 0.10, 0.93

Entry 2:
Formula: C2F2IO3S
Source: the OMol25 dataset
Level of theory: ωB97M-V with the def2-TZVPD basis set

**Total charge**: -1
**SMILES**: O=[S@@]([O-])(=C=C(F)F)OI
**Spin multiplicity**: 1
**Energy above the lowest of the compared OMol25 structures with the same formula, charge and spin**: 1.711 eV
**LUMO level**: 2.67 eV
**Orbital gap**: 7.647 eV

```
9
C2F2IO3S ωB97M-V with the def2-TZVPD basis set
C -0.60 1.61 0.07
C 0.16 0.64 0.43
O 1.32 -1.67 0.23
O -1.05 -1.68 0.90
O -0.44 -1.40 -1.36
F -0.28 2.91 0.32
F -1.87 1.63 -0.40
S -0.27 -0.97 -0.02
I 3.04 -1.05 -0.17
```

Charge distribution, Löwdin scheme, values in e: -0.50, -0.20, -1.09, -0.30, -0.32, 0.03, 0.04, 0.49, 0.85

Entry 3:
Formula: C2F2N2
Source: the OMol25 dataset
Level of theory: ωB97M-V with the def2-TZVPD basis set

**Spin multiplicity**: 1
**Energy above the lowest of the compared OMol25 structures with the same formula, charge and spin**: 3.692 eV
**LUMO level (alpha / beta)**: -3.27 / -3.22 eV
**Orbital gap (alpha / beta)**: 9.691 / 8.517 eV

```
6
C2F2N2 ωB97M-V with the def2-TZVPD basis set
C -1.21 0.23 0.00
C 0.16 -0.06 0.04
N -2.35 0.21 -0.09
N 1.08 0.73 0.02
F 0.80 -2.13 0.03
F 2.40 0.54 -0.05
```

Charge distribution, Löwdin scheme, values in e: -0.15, 0.01, 0.23, 0.12, -0.30, 0.07

Entry 4:
Formula: C2F2N2O2
Source: the OMol25 dataset
Level of theory: ωB97M-V with the def2-TZVPD basis set

**Spin multiplicity**: 1
**Energy above the lowest of the compared OMol25 structures with the same formula, charge and spin**: 6.642 eV
**LUMO level (alpha / beta)**: -2.53 / -4.77 eV
**Orbital gap (alpha / beta)**: 9.374 / 5.627 eV

```
8
C2F2N2O2 ωB97M-V with the def2-TZVPD basis set
C 1.14 -0.80 -1.41
C -0.12 1.05 0.77
N 1.33 -1.63 -2.15
N -0.92 -0.09 0.75
O -0.88 -0.91 1.62
O -1.70 -0.07 -0.19
F 0.92 1.21 1.56
F -0.28 1.96 -0.12
```

Charge distribution, Löwdin scheme, values in e: -0.02, -0.28, 0.04, -0.39, 0.13, 0.08, 0.21, 0.23

Entry 5:
Formula: C2F4
Source: the OMol25 dataset
Level of theory: ωB97M-V with the def2-TZVPD basis set

**SMILES**: FC(F)=C(F)F
**Spin multiplicity**: 1
**Energy above the lowest of the compared OMol25 structures with the same formula, charge and spin**: 0.160 eV
**LUMO level**: 0.77 eV
**Orbital gap**: 11.067 eV

```
6
C2F4 ωB97M-V with the def2-TZVPD basis set
C -0.58 0.19 -0.15
C 0.62 -0.16 0.18
F -1.02 0.16 -1.38
F -1.58 0.52 0.73
F 1.04 -0.32 1.42
F 1.54 -0.38 -0.79
```

Charge distribution, Löwdin scheme, values in e: -0.28, -0.29, 0.17, 0.11, 0.16, 0.13

Entry 6:
Formula: C2F4N2O3
Source: the OMol25 dataset
Level of theory: ωB97M-V with the def2-TZVPD basis set

**Spin multiplicity**: 1
**Energy above the lowest of the compared OMol25 structures with the same formula, charge and spin**: 1.688 eV
**LUMO level (alpha / beta)**: -2.10 / -2.15 eV
**Orbital gap (alpha / beta)**: 7.589 / 7.483 eV

```
11
C2F4N2O3 ωB97M-V with the def2-TZVPD basis set
C -2.02 0.21 0.28
C 1.02 -0.08 0.53
N -0.94 -0.40 -0.02
N 1.76 0.13 -0.71
O 2.07 1.24 -0.96
O -0.82 -1.28 -0.89
O 1.79 -0.88 -1.37
F -2.01 1.24 1.20
F -3.14 0.03 -0.28
F 1.12 1.02 1.28
F 1.14 -1.18 1.17
```

Charge distribution, Löwdin scheme, values in e: -0.36, -0.30, -0.02, -0.34, 0.15, -0.03, 0.15, 0.11, 0.24, 0.17, 0.24

Entry 7:
Formula: C2F5NO4S
Source: the OMol25 dataset
Level of theory: ωB97M-V with the def2-TZVPD basis set

**Spin multiplicity**: 1
**Energy above the lowest of the compared OMol25 structures with the same formula, charge and spin**: 3.505 eV
**LUMO level (alpha / beta)**: -2.96 / -2.96 eV
**Orbital gap (alpha / beta)**: 10.128 / 10.130 eV

```
13
C2F5NO4S ωB97M-V with the def2-TZVPD basis set
C 0.15 0.19 -0.30
C 1.11 -0.86 0.13
N 0.30 1.49 0.15
O 0.10 1.35 1.36
O 0.51 2.49 -0.44
O -1.57 -0.96 1.42
O -2.41 0.71 -0.19
F 0.08 0.07 -2.30
F 0.51 -1.99 0.00
F 1.55 -0.76 1.35
F 2.20 -0.81 -0.62
F -1.81 -1.45 -0.95
S -1.62 -0.33 0.17
```

Charge distribution, Löwdin scheme, values in e: -0.01, -0.72, -0.36, 0.14, 0.24, -0.17, -0.15, -0.18, 0.22, 0.23, 0.19, -0.12, 0.69

Entry 8:
Formula: C2F6HgNO4S2
Source: the OMol25 dataset
Level of theory: ωB97M-V with the def2-TZVPD basis set

**Spin multiplicity**: 2
**LUMO level (alpha / beta)**: -0.15 / -3.67 eV
**Orbital gap (alpha / beta)**: 10.090 / 7.807 eV

```
16
C2F6HgNO4S2 ωB97M-V with the def2-TZVPD basis set
Hg -1.17 -2.81 0.07
F 0.81 0.60 3.41
C 0.91 0.20 2.15
F 1.60 1.10 1.45
F 1.54 -0.97 2.11
S -0.77 0.03 1.44
O -1.37 -1.04 2.20
O -1.36 1.33 1.41
N -0.38 -0.60 0.00
S -0.87 -0.07 -1.45
O -1.21 -1.26 -2.20
O -1.76 1.05 -1.43
C 0.72 0.51 -2.16
F 1.18 1.53 -1.45
F 0.52 0.89 -3.41
F 1.60 -0.49 -2.14
```

Charge distribution, Löwdin scheme, values in e: 0.99, 0.16, -0.70, 0.16, 0.14, 0.57, -0.37, -0.23, -0.43, 0.56, -0.37, -0.23, -0.70, 0.16, 0.16, 0.15

Calculated E_tot (eV), listed in the same order as above: -21189.622, -32585.393, -10481.824, -14574.686, -12942.185, -22058.023, -36168.947, -53901.766